No. 1
Formula: C23H27ClIOPSbSn
Source: the OMol25 dataset
Level of theory: ωB97M-V with the def2-TZVPD basis set

Each line ends with the Löwdin charge.
Element x y z (Å)
C 0.12 -5.02 -3.17  -0.473
I 0.68 -3.33 -1.95  0.722
H -0.96 -5.11 -3.11  0.010
H 0.62 -5.89 -2.76  0.014
H 0.44 -4.81 -4.19  0.012
Sn 0.00 0.00 0.00  0.517
P -0.16 1.39 -1.85  0.663
C 1.37 1.74 -2.79  -0.199
C -1.32 0.78 -3.13  -0.201
H -1.76 2.94 -0.94  0.037
H -0.94 3.65 -2.37  0.084
H -0.11 3.57 -0.79  0.053
C -0.81 3.06 -1.46  -0.215
H -2.28 0.60 -2.66  0.042
H -1.43 1.51 -3.94  0.086
H 1.18 2.40 -3.63  0.086
H 1.80 0.80 -3.15  0.069
H -0.94 -0.16 -3.54  0.060
H 2.11 2.21 -2.12  0.065
C 1.79 -0.25 -0.20  -0.472
O 2.95 -0.41 -0.32  0.189
Cl -2.35 0.33 0.26  0.155
C -0.89 4.67 3.75  0.064
C 0.27 4.32 3.06  0.017
C 0.54 2.97 2.79  -0.020
C -0.35 1.98 3.24  -0.323
C -1.52 2.33 3.91  -0.040
C -1.79 3.68 4.18  0.085
Sb -0.01 -0.04 2.74  1.564
C 1.95 -0.74 3.35  -0.336
C 2.84 -1.41 2.49  -0.133
C 4.12 -1.77 2.90  -0.028
C 4.51 -1.54 4.21  -0.013
C 3.61 -0.96 5.11  -0.023
C 2.34 -0.56 4.68  -0.113
C -1.66 -1.37 3.13  -0.362
C -1.29 -2.62 3.64  -0.121
C -2.24 -3.61 3.86  -0.036
C -3.58 -3.36 3.56  -0.016
C -3.97 -2.11 3.08  -0.030
C -3.02 -1.11 2.88  -0.184
H -1.11 5.71 3.95  0.149
H 0.95 5.08 2.71  0.138
H 1.42 2.70 2.23  0.126
H -2.22 1.56 4.21  0.118
H -2.69 3.94 4.70  0.153
H 2.55 -1.68 1.51  0.056
H 4.80 -2.24 2.20  0.131
H 5.50 -1.82 4.53  0.130
H 3.90 -0.81 6.14  0.125
H 1.65 -0.10 5.37  0.103
H -0.24 -2.82 3.84  0.098
H -1.94 -4.57 4.24  0.127
H -4.32 -4.14 3.71  0.127
H -5.01 -1.93 2.85  0.125
H -3.35 -0.15 2.51  0.039

Results
LUMO level (alpha / beta)   -11.47 / -13.79 eV
Orbital gap (alpha / beta)   5.249 / 2.939 eV
Net charge   +3
HOMO (alpha / beta)   -16.716 / -16.726 eV

---

No. 2
Formula: C3H2Cl2OS2
Source: the OMol25 dataset
Level of theory: ωB97M-V with the def2-TZVPD basis set

Each line ends with the Löwdin charge.
Element x y z (Å)
C -0.11 -1.28 -0.85  -0.236
C -0.35 -0.14 -0.22  -0.130
C -0.95 -0.04 2.33  -1.560
O 0.07 -2.40 -1.17  0.155
S 1.26 -1.73 3.16  0.092
S 0.67 0.06 2.92  0.327
Cl -1.79 1.30 1.67  0.659
Cl -1.69 -1.55 2.61  0.599
H 0.24 0.66 0.17  0.035
H -1.50 0.08 -0.21  0.059

Results
LUMO level (alpha / beta)   -1.31 / -1.56 eV
Orbital gap (alpha / beta)   7.222 / 6.807 eV
ΔE to the lowest compared entry with this formula, charge and spin   64.7 kcal per mole
HOMO (alpha / beta)   -8.535 / -8.367 eV

---

No. 3
Formula: C3H7N3O
Source: the OMol25 dataset
Level of theory: ωB97M-V with the def2-TZVPD basis set

Each line ends with the Löwdin charge.
Element x y z (Å)
C -1.62 1.98 -0.49  -0.119
N -0.87 0.78 -1.19  -0.030
C 0.35 0.31 -0.52  -0.498
O 1.40 0.88 -0.69  0.108
N 0.14 -0.77 0.29  0.113
C 1.19 -1.38 0.98  -0.253
N 0.96 -2.46 1.61  0.098
H -0.82 2.73 -0.43  -0.018
H -1.76 1.60 0.53  -0.029
H -0.59 1.13 -2.10  0.150
H -1.55 0.04 -1.33  0.140
H -0.77 -1.20 0.39  0.153
H 2.13 -0.84 0.89  0.133
H 1.82 -2.79 2.06  0.050

Results
LUMO level   0.36 eV
Orbital gap   7.605 eV
ΔE to the lowest compared entry with this formula, charge and spin   81.7 kcal per mole
HOMO   -7.244 eV

---

No. 4
Formula: C11H14MgNO4
Source: the OMol25 dataset
Level of theory: ωB97M-V with the def2-TZVPD basis set

Each line ends with the Löwdin charge.
Element x y z (Å)
Mg 0.34 -0.78 -0.41  0.908
O -0.17 1.29 3.32  0.194
C 0.16 0.82 2.13  -0.416
O -0.14 -0.30 1.75  0.081
C 1.01 1.70 1.27  -0.122
C 1.58 2.92 1.63  0.060
C 2.54 3.47 0.81  0.030
C 2.93 2.76 -0.34  0.058
C 2.31 1.56 -0.61  -0.146
N 1.34 1.07 0.15  0.119
C 2.68 0.58 -1.70  -0.411
O 3.63 0.87 -2.54  0.210
O 2.08 -0.48 -1.73  0.077
H -0.73 0.62 3.77  0.173
H 1.28 3.36 2.55  0.131
H 3.01 4.41 1.07  0.136
H 3.67 3.11 -1.03  0.120
H 4.05 1.75 -2.40  0.150
C -1.60 -3.34 -0.20  -0.102
C -2.27 -1.98 -0.24  -0.571
C -3.74 -2.02 -0.63  -0.085
C -1.50 -1.06 -1.18  -0.254
H -2.13 -4.08 0.42  0.083
H -0.59 -3.36 0.22  0.055
H -1.52 -3.81 -1.18  0.090
H -2.23 -1.59 0.77  0.101
H -3.86 -2.28 -1.69  0.086
H -4.15 -1.03 -0.46  0.067
H -4.36 -2.71 -0.05  0.079
H -2.01 -0.05 -1.22  0.052
H -1.59 -1.41 -2.22  0.046

Results
LUMO level   -4.92 eV
Orbital gap   6.172 eV
Net charge   +1
ΔE to the lowest compared entry with this formula, charge and spin   0.0 kcal per mole
HOMO   -11.089 eV

---

Repeat the third record exactly.
Formula: C3H7N3O
Source: the OMol25 dataset
Level of theory: ωB97M-V with the def2-TZVPD basis set

Each line ends with the Löwdin charge.
Element x y z (Å)
C -1.62 1.98 -0.49  -0.119
N -0.87 0.78 -1.19  -0.030
C 0.35 0.31 -0.52  -0.498
O 1.40 0.88 -0.69  0.108
N 0.14 -0.77 0.29  0.113
C 1.19 -1.38 0.98  -0.253
N 0.96 -2.46 1.61  0.098
H -0.82 2.73 -0.43  -0.018
H -1.76 1.60 0.53  -0.029
H -0.59 1.13 -2.10  0.150
H -1.55 0.04 -1.33  0.140
H -0.77 -1.20 0.39  0.153
H 2.13 -0.84 0.89  0.133
H 1.82 -2.79 2.06  0.050

Results
LUMO level   0.36 eV
Orbital gap   7.605 eV
ΔE to the lowest compared entry with this formula, charge and spin   81.7 kcal per mole
HOMO   -7.244 eV